# C21H59MgN6O9

A structure of composition C21H59MgN6O9 (wB97M-V/def2-TZVPD, OMol25).

Geometry (Å):
1 Mg -1.126958 -1.100602 2.880108
2 N 0.269186 0.417642 0.540918
3 O 0.162219 -0.255925 -0.456633
4 O -0.228357 0.107872 1.635544
5 O 0.930590 1.400584 0.482474
6 C -0.320696 -4.631770 -6.611211
7 C 0.559204 -5.181138 -5.466718
8 C -0.104502 -4.949420 -4.105486
9 O 0.179818 -3.602373 -3.905610
10 C -0.522420 -3.018843 -2.880898
11 N 0.884232 -6.567499 -5.808812
12 H -1.385688 -4.839471 -6.507453
13 H -0.013314 -4.872774 -7.628824
14 H -0.235213 -3.548485 -6.525834
15 H 1.530065 -4.687466 -5.423949
16 H 0.305076 -5.599553 -3.332399
17 H -1.180897 -5.114121 -4.153948
18 H -0.100437 -2.028358 -2.710720
19 H -0.430518 -3.639743 -1.989754
20 H -1.593046 -3.013923 -3.085467
21 H 0.046923 -7.119483 -5.689137
22 H 1.496764 -7.022517 -5.147093
23 C -4.096728 1.711108 3.452701
24 C -2.782311 1.007767 3.251169
25 C -1.918938 0.908953 4.557754
26 O -0.702122 0.217273 4.242610
27 C 0.219559 0.321282 5.351551
28 N -2.911870 -0.294993 2.593713
29 H -4.392856 1.482581 4.476508
30 H -4.911784 1.294928 2.860594
31 H -4.098194 2.761539 3.161698
32 H -2.264972 1.637204 2.527105
33 H -2.361860 0.528979 5.478378
34 H -1.717593 1.939533 4.850103
35 H -0.072815 -0.182060 6.273094
36 H 0.242718 1.405628 5.460086
37 H 1.209343 -0.014114 5.041794
38 H -3.231524 -0.044853 1.668865
39 H -3.784978 -0.716142 2.877273
40 C 2.153295 4.724469 3.790625
41 C 0.949630 3.958384 3.336499
42 C 0.592265 4.379970 1.878801
43 O 0.360940 5.766358 1.814912
44 C -0.832211 6.185292 2.417503
45 N 1.298108 2.528030 3.447173
46 H 1.887728 5.731327 4.112820
47 H 2.862505 4.951252 2.994574
48 H 2.685897 4.378895 4.676643
49 H 0.059165 4.112243 3.945998
50 H -0.238477 3.753720 1.553561
51 H 1.417341 4.040962 1.252373
52 H -1.630144 5.551152 2.031144
53 H -0.922172 7.193218 2.012414
54 H -0.930154 6.350004 3.490527
55 H 0.569179 2.085021 2.906330
56 H 2.150367 2.472949 2.907992
57 C 1.757829 -3.991953 2.139956
58 C 0.611418 -3.036021 2.042774
59 C -0.740323 -3.588776 1.584849
60 O -1.575337 -2.486376 1.376999
61 C -2.752489 -2.753018 0.649529
62 N 0.434718 -2.309501 3.299908
63 H 1.660828 -4.653781 3.000581
64 H 2.728545 -3.521762 2.297195
65 H 1.899338 -4.684197 1.309976
66 H 0.954065 -2.260872 1.357322
67 H -1.148489 -4.275291 2.326603
68 H -0.579548 -4.248525 0.732219
69 H -2.451617 -2.837217 -0.394737
70 H -3.399035 -1.875779 0.672574
71 H -3.293691 -3.649556 0.951880
72 H 1.343306 -1.909099 3.484932
73 H 0.532269 -3.105077 3.914431
74 C 1.843298 3.381184 -3.049358
75 C 0.514646 2.560077 -3.283920
76 C 0.066387 2.796184 -4.826062
77 O -1.121122 2.235887 -5.265309
78 C -1.046924 0.835177 -5.432820
79 N 0.843774 1.183429 -2.943580
80 H 1.554708 4.431255 -3.002760
81 H 2.545630 3.216397 -3.866476
82 H 2.322309 3.107919 -2.109152
83 H -0.268614 2.900569 -2.606666
84 H 0.823063 2.567751 -5.576628
85 H -0.201152 3.848242 -4.924527
86 H -0.289557 0.517718 -6.149564
87 H -2.017169 0.387890 -5.648813
88 H -0.829626 0.419660 -4.448834
89 H 1.145134 1.161179 -1.979851
90 H 0.053558 0.554660 -2.925845
91 C 4.320519 1.081485 -0.625172
92 O 3.368544 0.247219 -0.106225
93 H 4.284500 2.105415 -0.253183
94 H 5.321375 0.684585 -0.455326
95 H 4.304914 1.127673 -1.714073
96 H 2.501649 0.574756 -0.356832

Atomic forces in eV per Å
0.92 -0.14 -1.38
0.71 -0.47 -1.65
-1.27 -2.31 -0.76
-1.28 -0.73 1.91
1.63 3.54 0.54
0.42 1.27 0.53
-0.07 -1.43 -0.97
0.41 0.06 -1.29
0.45 0.48 -0.08
-0.21 -0.01 0.66
-0.52 -0.62 0.41
0.02 -0.40 0.17
0.27 -0.37 0.30
-0.21 0.20 -0.16
-0.19 0.40 -0.11
0.26 -0.02 0.29
-0.33 -0.11 -0.03
-0.29 -0.01 0.11
0.23 0.05 0.64
-0.34 0.43 -0.22
-0.45 -0.22 -0.46
0.54 0.34 0.24
-0.93 -0.45 0.64
0.65 0.91 0.44
-0.32 1.11 -1.00
-0.92 -0.28 1.39
0.38 1.08 -0.41
-1.81 0.28 -0.10
-0.37 0.81 0.20
0.17 -0.30 -0.32
0.25 0.03 0.67
0.76 -0.23 0.24
-0.55 -0.75 -0.30
0.45 0.25 -0.22
-0.49 -0.18 -0.23
0.70 -0.15 0.67
-0.23 0.05 -0.16
0.73 -0.09 -0.81
-0.20 -0.49 0.93
0.25 2.07 0.85
0.39 -0.42 -0.36
0.46 -0.66 1.59
0.80 -0.82 0.01
-0.42 1.08 -1.24
-0.73 0.79 -0.19
-0.35 0.22 -0.13
0.09 -0.54 -0.19
-0.12 -0.75 -0.21
0.05 0.28 0.34
-0.69 0.23 -0.20
0.19 0.69 -0.25
-0.44 0.07 0.22
-0.57 0.02 -0.07
0.67 -0.74 0.37
0.21 -0.83 -0.34
0.22 -0.66 -0.23
0.59 -1.50 0.46
0.52 0.67 -1.90
1.60 -1.06 0.23
-0.26 0.04 0.86
-0.21 0.30 -1.34
0.79 -1.50 0.91
-0.28 -0.18 0.28
-0.15 0.47 -0.18
-0.28 0.31 -0.31
-0.50 -0.07 -0.66
-0.26 0.05 0.48
-0.17 0.51 -0.60
-0.13 -0.31 -0.14
0.03 -0.20 0.29
0.13 0.02 0.31
0.19 0.98 -0.05
-0.83 -0.07 1.19
-1.59 -0.13 -0.30
1.10 0.14 -1.43
0.15 0.80 1.47
-1.34 -1.13 -0.30
-0.25 -0.32 1.20
0.30 -0.58 -0.15
0.33 0.14 -0.04
-0.04 -0.02 0.03
-0.10 -0.06 0.02
-0.26 0.57 -0.23
0.70 -0.15 0.41
0.67 0.34 0.27
0.05 0.08 -0.11
-0.11 0.55 -0.58
0.34 -0.41 -0.29
0.22 0.13 0.04
-0.17 0.17 -0.16
1.62 0.76 -1.23
-0.79 -1.14 0.75
-0.07 0.14 0.23
-0.05 -0.09 0.57
-0.41 0.14 -0.30
-0.06 0.09 0.00

## Properties
Total charge = +1
Lowest unoccupied orbital energy = -0.1183 hartree
Total energy = -55535.90980 eV
E_HOMO = -0.381 hartree
Orbital gap = 7.1375 eV
Relative energy (zero: lowest compared OMol25 entry of this formula, charge and spin) = 285.7 kJ/mol